A cluster of 2 separate species, C18H19BNO7PS in total at a distorted geometry, computed with ωB97M-V/def2-TZVPD.

E_tot (Ha): -2043.00118
Total charge: 0
SMILES string: C#Cc1c(C=C)cc(B(O)CC)c2c1C(=O)N(P(O)(O)=S)C2=O.O=C1CCCO1

Positions of all 48 atoms, in Å:
C 3.25882 0.31380 -1.50960
C 2.42262 -0.30630 -0.85932
C 1.04179 -0.83348 -0.39035
C 0.40587 -2.03743 -1.06992
C 1.11137 -2.79714 -2.27057
C 1.91085 -3.93153 -2.01708
C -0.92480 -2.61173 -0.62146
C -1.65435 -1.96902 0.55935
B -3.05085 -2.52637 1.14639
O -3.22579 -3.94795 1.16584
C -4.28620 -1.65315 1.67446
C -4.41320 -1.97356 3.26186
C -0.97581 -0.78575 1.17267
C 0.35124 -0.17711 0.75991
C 0.75238 1.03350 1.68038
O 1.58201 1.89158 1.49088
N -0.15289 0.88807 2.82854
P 0.51335 0.21618 4.30067
O 2.18396 0.37247 4.39653
O 0.03303 -1.41400 4.46262
S -0.34511 1.14866 5.77991
C -1.35646 0.13561 2.38876
O -2.39683 0.35252 2.95864
H 4.14780 0.80009 -1.99706
H 0.99140 -2.38186 -3.31209
H 2.82123 -3.88270 -1.33496
H 1.68527 -4.95196 -2.46167
H -1.40270 -3.50039 -1.12862
H -2.44153 -4.36224 0.74125
H -4.18658 -0.54219 1.51345
H -5.25509 -1.99740 1.18983
H -4.89085 -1.13068 3.83602
H -3.34698 -2.12784 3.64467
H -4.93029 -2.96874 3.41331
H 2.56332 -0.50055 4.64097
H 0.50621 -1.92776 3.76225
O 2.93556 2.15594 -4.81585
C 2.33060 3.09972 -4.38568
O 1.29241 3.69439 -5.03176
C 0.87264 4.85273 -4.29718
C 1.35488 4.62257 -2.88135
C 2.62558 3.82407 -3.09725
H 1.32646 5.73743 -4.75265
H -0.21243 4.94635 -4.34982
H 1.50591 5.54646 -2.32202
H 0.62768 4.01429 -2.33596
H 3.49342 4.47108 -3.24313
H 2.80108 3.12134 -2.28383

A structure of composition C18H19Cl30O3P at a distorted geometry, computed with ωB97M-V/def2-TZVPD.

ΔE to the lowest compared entry with this formula, charge and spin (kcal per mole): 173.0
E_tot (Ha): -15069.72056
Total charge: 0

Positions of all 71 atoms, in Å:
C 3.22122 -3.07312 0.72636
P 3.68805 -1.31186 0.03722
C 5.39300 -0.91705 0.80448
C 2.29880 -0.18043 0.79908
C 2.24908 0.10012 2.28991
C 0.95651 1.04775 2.76191
O 1.00453 1.95154 3.74525
C -0.45726 0.73867 1.92328
C -0.40854 0.45361 0.43406
O -1.58405 0.14219 -0.39391
C 1.13416 0.46761 -0.21144
O 1.41113 0.92487 -1.45008
H 2.06155 -3.20227 0.47744
H 3.86901 -3.92808 0.25771
H 3.36107 -2.97682 1.90698
H 5.43102 0.09077 1.40659
H 6.18060 -0.90550 -0.08887
H 5.68138 -1.79550 1.54507
H 3.05826 -0.32249 3.02196
H -1.51477 0.70399 2.42574
H -1.52493 -0.84055 -0.63462
C -2.94596 3.86692 1.18013
Cl -1.93212 2.55013 1.79456
Cl -4.63254 3.34131 1.04279
Cl -2.82118 5.28945 2.22905
H -2.58845 4.14091 0.18425
C -3.62235 -2.83358 0.86930
Cl -2.26014 -3.15734 -0.21648
Cl -3.59499 -1.14843 1.41628
Cl -5.15854 -3.20231 0.06706
H -3.52669 -3.48132 1.74447
C 8.55712 1.50916 -1.13293
Cl 8.12355 -0.20228 -1.28248
Cl 7.81806 2.45435 -2.43680
Cl 8.06526 2.13960 0.44822
H 9.64332 1.59783 -1.21633
C -5.28306 4.01120 5.27854
Cl -4.45102 2.73551 4.37317
Cl -6.64191 4.65447 4.34077
Cl -5.84234 3.39909 6.84441
H -4.57436 4.82339 5.45946
C -9.76643 2.64490 4.88541
Cl -8.93439 1.36922 3.98005
Cl -11.12528 3.28817 3.94764
Cl -10.32571 2.03279 6.45128
H -9.05773 3.45709 5.06633
C -5.64214 -0.77713 -2.96910
Cl -4.55544 -0.06947 -1.76177
Cl -4.91634 -2.22582 -3.68617
Cl -7.21203 -1.16204 -2.24336
H -5.80044 -0.04241 -3.76269
C 10.91281 -2.87326 -3.23183
Cl 11.92666 -4.19005 -2.61739
Cl 9.22623 -3.39886 -3.36916
Cl 11.03759 -1.45072 -2.18290
H 11.27032 -2.59927 -4.22770
C -1.45898 8.29824 0.33409
Cl -2.84530 9.03748 -0.48505
Cl -0.90538 6.86586 -0.54992
Cl -0.14135 9.47013 0.50722
H -1.77538 7.98578 1.33254
C 1.01281 -4.65244 -2.80448
Cl 2.02666 -5.96923 -2.19005
Cl -0.67377 -5.17805 -2.94182
Cl 1.13759 -3.22990 -1.75556
H 1.37032 -4.37845 -3.80036
C -0.54214 -6.30337 -7.02385
Cl 0.54456 -5.59571 -5.81651
Cl 0.18366 -7.75206 -7.74091
Cl -2.11203 -6.68828 -6.29811
H -0.70044 -5.56865 -7.81743

A structure of composition C18H19ClMnN5O9PS at a distorted geometry, computed with ωB97M-V/def2-TZVPD.

ΔE to the lowest compared entry with this formula, charge and spin (kcal per mole): 50.0
E_tot (Ha): -3998.77971
Spin multiplicity: 2
Total charge: -2

Positions of all 55 atoms, in Å:
Mn -0.78114 0.53923 -0.27134
O 1.19374 0.03453 0.62444
N 1.76151 0.94229 1.38780
C 3.06749 1.21327 1.23133
C 3.73534 2.03750 2.09856
C 3.04057 2.59279 3.18078
C 1.69369 2.34435 3.30521
C 1.01889 1.52664 2.39126
S -0.64550 1.23052 2.45161
H 3.53939 0.73708 0.38483
H 4.78417 2.23440 1.94202
H 3.55848 3.20119 3.90748
H 1.10034 2.76156 4.10315
O -3.07716 -4.16520 -5.26105
C -3.19623 -4.34026 -4.04796
O -3.67185 -5.29017 -3.41597
C -2.66286 -3.17752 -3.13283
C -3.23364 -2.96758 -1.88283
C -2.72409 -1.98278 -1.05863
N -1.68015 -1.22858 -1.40212
C -1.14628 -1.39755 -2.61981
C -1.61243 -2.35437 -3.51136
C 0.01642 -0.45129 -2.97917
O 0.62050 -0.62384 -4.03020
O 0.24135 0.44806 -2.11792
H -4.05815 -3.58562 -1.56225
H -3.14439 -1.78453 -0.07943
H -1.16019 -2.44688 -4.48763
C -0.25145 -4.48402 2.71431
N -0.71187 -3.53597 1.72087
C -0.24210 -3.94872 0.40857
N 1.20070 -4.12103 0.34824
C 1.60732 -5.05458 1.37846
N 1.19326 -4.67493 2.72253
C 1.86363 -3.45469 3.13770
P 1.56197 -1.91414 2.05945
C -0.30151 -2.18237 2.02714
C 1.88150 -2.84699 0.45843
H -0.71328 -5.45826 2.50529
H -0.56173 -4.14001 3.70700
H -0.53720 -3.19524 -0.32312
H -0.71392 -4.90485 0.15542
H 2.69857 -5.15049 1.36741
H 1.15968 -6.03181 1.15249
H 2.94214 -3.64932 3.15273
H 1.55323 -3.23373 4.16527
H -0.73383 -1.48702 1.27363
H -0.69508 -1.90872 3.01415
H 2.96082 -3.02346 0.36965
H 1.55632 -2.19312 -0.35685
O -3.11649 1.06618 -0.00208
Cl -2.96433 2.26167 -0.78414
O -3.86333 3.26036 -0.31895
O -3.21853 1.98247 -2.14554
O -1.61422 2.72450 -0.61133

Q: Which value of E_tot does entry 1 give?
A: -2043.00118 Ha

Q: The lowest total charge belongs to which entry?
A: C18H19ClMnN5O9PS